Computed, not measured: an isolated molecule of C11H17ClN2O3 at a distorted geometry, with ωB97M-V with the def2-TZVPD basis set.

- orbital gap (eV) = 10.095
- maximum force (eV/Å) = 3.11
- molecular weight (Da) = 260.7
- HOMO energy (eV) = -9.616
- SMILES string = CCOCCOCCOC[C@](Cl)(C#N)CC#N
- 2S+1 = 1
- energy above the lowest of the compared OMol25 structures with the same formula, charge and spin (kcal/mol) = 57.4
- calculated total energy (eV) = -33324.92014

Structure (XYZ):
```
34
C11H17ClN2O3 | OMol25 | ωB97M-V with the def2-TZVPD basis set
Cl -3.15 -1.19 2.18
O 3.89 -0.52 -0.96
O 0.70 0.93 -0.79
O -1.91 1.28 -0.28
N -5.43 -3.33 0.69
N -1.24 -1.76 -0.83
C -2.10 -1.27 -0.21
C 4.05 -0.42 0.43
C -3.03 0.90 0.45
C -3.21 -0.64 0.48
C -4.52 -1.08 -0.23
C 2.54 -0.46 -1.36
C -0.99 2.04 0.44
C 2.00 0.96 -1.32
C 0.30 2.18 -0.31
C -5.05 -2.31 0.28
C 4.03 -1.78 1.09
H 1.02 2.54 0.41
H 4.38 -1.68 2.10
H -4.27 -1.30 -1.26
H -5.27 -0.31 -0.19
H 2.65 1.57 -0.71
H 2.51 -0.80 -2.38
H -0.77 1.61 1.41
H -2.93 1.22 1.47
H 0.23 2.92 -1.10
H -1.36 3.05 0.61
H 3.03 -2.17 1.08
H -3.91 1.38 0.05
H 3.29 0.21 0.88
H 1.96 1.38 -2.32
H 5.00 0.05 0.60
H 1.90 -1.10 -0.77
H 4.68 -2.45 0.55
```